[1]
51
Properties=species:S:1:pos:R:3:lowdin_charge:R:1 method="wB97M-V/def2-TZVPD" gap_ev=8.03 multiplicity=1 de_lowest_kcal_mol=0.0 e_lumo_ha=-0.003 smiles="CC1CCN(c2ccc3nnc(CCC(=O)Nc4cccc(F)c4)n3n2)CC1" total_energy_ha=-1279.58207
C 5.45777 1.09112 4.88209 -0.0663
H 5.70294 2.14397 4.76479 0.0801
H 5.61946 0.81872 5.92260 0.0793
H 6.14517 0.51434 4.26999 0.0669
C 4.00079 0.84646 4.49296 -0.3742
C 3.71434 1.25780 3.04301 -0.1384
H 2.63456 1.29906 2.88587 0.1164
C 4.30243 0.25971 2.04555 -0.1507
N 3.80100 -1.07566 2.30970 -0.0741
C 2.69120 -1.49818 1.65705 -0.2630
N 2.22539 -0.70649 0.70979 0.1668
N 1.19134 -1.15995 0.00554 0.0114
C 0.53489 -0.55593 -1.01594 -0.2595
N -0.43111 -1.35450 -1.41910 0.0390
N -0.43834 -2.46679 -0.69019 0.0741
C 0.54232 -2.36923 0.18206 -0.2794
C 1.03280 -3.21532 1.19836 0.0337
C 2.09358 -2.78380 1.92331 0.0258
H 2.50010 -3.41442 2.69503 0.0994
H 0.56050 -4.16926 1.36353 0.1214
C 0.90163 0.77899 -1.55158 -0.1006
H 1.99314 0.81367 -1.61813 0.1175
C 0.28442 1.08124 -2.92260 -0.0925
H 0.86540 1.86822 -3.40464 0.1194
C -1.15196 1.59282 -2.81724 -0.4726
O -1.42964 2.75778 -3.00676 0.0668
N -2.03247 0.61148 -2.49974 0.1293
C -3.40237 0.70827 -2.28379 -0.2111
C -4.12645 1.87569 -2.50999 0.0624
C -5.48689 1.86262 -2.27251 -0.2718
C -6.15897 0.74186 -1.82205 -0.0307
C -5.42522 -0.41274 -1.60122 -0.0851
C -4.06367 -0.43464 -1.82765 -0.0314
H -3.49456 -1.33544 -1.65165 0.1058
H -5.92420 -1.30279 -1.24895 0.1039
H -7.22278 0.78048 -1.65217 0.1109
F -6.18999 2.99635 -2.49112 0.0540
H -3.64045 2.77106 -2.85874 0.1105
H -1.62358 -0.30463 -2.27967 0.0862
H 0.31083 0.18590 -3.54479 0.1212
H 0.60245 1.54937 -0.83321 0.1338
C 4.18626 -1.53150 3.62670 -0.1482
H 5.27856 -1.50747 3.67739 0.1242
C 3.58830 -0.61659 4.69997 -0.1366
H 2.49907 -0.69151 4.64891 0.1201
H 3.90441 -0.95908 5.68629 0.1159
H 3.87206 -2.55978 3.79575 0.1058
H 5.39185 0.22940 2.12768 0.1230
H 4.02915 0.53543 1.02834 0.1088
H 4.12141 2.25030 2.84849 0.1165
H 3.38031 1.46671 5.15001 0.1354

=====

[2]
36
Properties=species:S:1:pos:R:3:lowdin_charge:R:1 method="wB97M-V/def2-TZVPD" gap_ev=3.33 multiplicity=1 de_lowest_kcal_mol=94.6 e_lumo_ha=0.071 total_energy_ha=-897.52317 total_charge=-1
N -0.59318 0.53753 0.37284 0.2998
H 0.06656 0.32949 -0.36307 0.0816
H -1.19793 -0.27140 0.37330 0.0676
H -1.15865 1.34186 0.14173 0.0697
H -0.17222 0.69642 1.27708 0.0660
C -2.23952 -2.63391 -0.02657 -1.1702
O -1.15138 -3.22296 -0.09829 -0.1164
O -3.18530 -3.37336 0.28009 -0.1195
O -2.43528 -1.52134 -0.38995 -0.0962
O -2.63236 2.42985 0.04770 -0.0336
H -2.99843 2.39099 -0.83588 0.0649
H -3.21945 3.01603 0.52513 0.0680
O 0.53888 1.03547 2.98715 -0.0327
H 0.25025 1.81144 3.46758 0.0509
H 1.33306 0.75374 3.44117 0.0548
O 0.79881 -2.01523 1.45413 -0.0879
H 0.21615 -1.82430 2.18917 0.0173
H 0.23680 -2.44090 0.80668 -0.0353
O -1.74860 -0.03053 -2.67750 -0.0621
H -2.42778 0.64329 -2.70773 0.0071
H -1.99384 -0.58541 -1.93710 -0.0194
O -3.49602 0.14738 1.76048 -0.0716
H -3.19276 0.82048 1.15123 -0.0380
H -3.44232 -0.66853 1.26284 0.0069
C 3.07434 1.01984 0.04200 -0.0503
C 2.78807 0.58069 -1.38869 -0.4989
C 3.09791 -0.85858 -1.48751 -0.0740
O 1.39274 0.67698 -1.62399 -0.0651
H 2.83293 2.08271 0.05291 0.0726
H 4.12105 0.94871 0.33771 0.0809
H 2.40403 0.56386 0.77061 0.0666
H 3.42862 1.08647 -2.11117 0.1345
H 4.08634 -1.08629 -1.08845 0.0850
H 3.04644 -1.18748 -2.52543 0.0822
H 2.33976 -1.47013 -0.99832 0.0944
H 1.23242 0.27725 -2.48196 0.1003

=====

[3]
86
Properties=species:S:1:pos:R:3:lowdin_charge:R:1 method="wB97M-V/def2-TZVPD" gap_ev=7.33 multiplicity=1 de_lowest_kcal_mol=7.8 e_lumo_ha=-0.010 total_energy_ha=-8913.35439
Pd -0.22288 -1.82336 0.68988 0.9077
C -6.32650 -3.26817 -3.40635 -0.0700
C -5.88440 -1.80769 -3.49572 -0.5598
C -5.64464 -1.46683 -4.97288 -0.0473
C -7.01621 -0.92671 -2.94903 -0.0461
C -4.60792 -1.54858 -2.69839 -0.1774
C -3.95630 -2.52577 -1.97123 -0.0933
C -2.80372 -2.21139 -1.27191 -0.5468
Br -2.00171 -3.65124 -0.29783 0.8113
C -2.22198 -0.93743 -1.24173 -0.3434
O -1.10397 -0.64875 -0.58723 -0.2697
C -2.90253 0.07784 -1.96941 -0.0772
C -4.04985 -0.27315 -2.66619 -0.0020
C -2.48915 1.56252 -2.05194 -0.5233
C -3.65380 2.42603 -1.53848 -0.0462
C -1.25507 1.97753 -1.24473 -0.0744
C -2.20402 1.91503 -3.52067 -0.0456
H -7.23472 -3.41115 -3.99446 0.0842
H -6.54731 -3.55945 -2.37758 0.0868
H -5.56458 -3.94372 -3.80029 0.0869
H -6.54806 -1.65674 -5.55735 0.0835
H -4.83569 -2.07448 -5.38268 0.0903
H -5.37591 -0.41760 -5.10404 0.0756
H -7.94085 -1.10971 -3.50170 0.0837
H -6.77660 0.13395 -3.03860 0.0759
H -7.19710 -1.14178 -1.89437 0.0910
H -4.32399 -3.54076 -1.93004 0.0890
H -4.55454 0.50828 -3.22088 0.0984
H -3.87101 2.19193 -0.49472 0.0943
H -4.56734 2.27533 -2.11347 0.0728
H -3.38891 3.48405 -1.60383 0.0841
H -1.36737 1.75890 -0.18426 0.0873
H -1.11947 3.05570 -1.36797 0.0880
H -0.35546 1.48209 -1.60231 0.0606
H -3.07185 1.74789 -4.15924 0.0747
H -1.38223 1.30854 -3.90717 0.0903
H -1.92215 2.96753 -3.60490 0.0844
Br -0.49408 -0.70536 8.27224 0.7502
C 0.26793 -1.69790 6.85855 -0.6663
C 1.23844 -2.65204 7.13546 -0.1821
N 1.82000 -3.38217 6.19012 0.0790
C 1.44634 -3.17735 4.93040 -0.0741
C 0.48328 -2.24528 4.56647 -0.1258
C -0.12514 -1.48279 5.55388 -0.0476
C 0.11660 -2.03326 3.14137 -0.6056
O 0.73228 -2.70913 2.24012 -0.1353
O -0.76276 -1.20884 2.81783 -0.0239
H 1.55338 -2.82733 8.15735 0.1032
H 1.92811 -3.77718 4.16855 0.1199
H -0.87388 -0.74897 5.28834 0.1228
Cl 7.21116 1.23202 4.31860 0.6927
C 6.36948 1.26628 2.80594 -0.6580
C 5.44615 0.28093 2.50939 -0.1047
C 4.76323 0.34339 1.30734 -0.0362
C 4.97209 1.36876 0.38550 -0.1788
C 4.15706 1.49714 -0.88407 -0.2695
C 4.09954 0.24725 -1.78144 -0.0428
N 3.26341 -0.84128 -1.29770 -0.0497
C 3.68800 -2.06539 -0.82412 -0.0562
C 2.58812 -2.68322 -0.31988 -0.1021
N 1.49975 -1.86598 -0.50865 -0.0273
C 1.93336 -0.77681 -1.10108 -0.1318
O 2.82683 2.00237 -0.71048 -0.0922
C 2.14628 1.83989 0.53707 -0.1521
C 2.55383 2.83123 1.58727 -0.3107
C 2.63878 2.56468 2.91961 -0.9599
Cl 2.30804 1.06474 3.69021 0.7073
S 3.13546 3.92060 3.84559 1.0027
C 3.20958 4.89107 2.43622 -0.4018
C 2.87830 4.19374 1.31977 -0.1327
C 5.93729 2.32363 0.71431 -0.5691
Cl 6.34331 3.61494 -0.38029 0.7302
C 6.63207 2.28748 1.91077 -0.1238
H 5.24328 -0.50779 3.22002 0.1116
H 4.01477 -0.40973 1.11492 0.1050
H 4.65804 2.23612 -1.51039 0.1024
H 5.10715 -0.14322 -1.92112 0.1400
H 3.71990 0.55795 -2.75466 0.1384
H 4.71925 -2.36667 -0.87945 0.1263
H 2.49900 -3.64126 0.16070 0.1132
H 1.32382 0.06230 -1.38284 0.1263
H 2.24121 0.82304 0.92598 0.0893
H 1.09400 1.98223 0.28545 0.1254
H 3.50078 5.92625 2.50915 0.0685
H 2.87318 4.61406 0.32520 0.1194
H 7.36381 3.04810 2.14019 0.1078